Below is a molecular structure, C3H5FO4S in a non-equilibrium geometry, with properties calculated with ωB97M-V/def2-TZVPD.

Results
Frontier orbital gap (alpha / beta), eV: 7.751 / 6.815

```
! wB97M-V def2-TZVPD RIJCOSX def2/J DEFGRID3
* xyz 0 3
C -0.152 0.142 1.172
C -0.818 0.642 -0.110
C -1.397 -0.466 -0.860
O 2.481 0.907 0.650
O 2.674 -1.187 -0.622
O 0.759 -0.880 0.811
O 0.957 0.403 -1.159
F -1.212 1.884 -0.065
S 1.909 -0.127 -0.077
H 0.512 0.983 1.780
H -0.854 -0.222 1.806
H -1.594 -0.078 -1.841
H -2.463 -0.604 -0.610
H -0.803 -1.398 -0.874
*
```

Results of the Mulliken charge analysis, in e, for atoms 1 through 5: number 1, C, carries -0.60; number 2, C, carries 0.68; number 3, C, carries -1.16; number 4, O, carries -0.46; number 5, O, carries -0.51



Below is 2 unconnected molecules or ions with the total composition C3H8N2O2 in a non-equilibrium geometry, with properties calculated with ωB97M-V/def2-TZVPD.

Results
ΔE to the lowest compared entry with this formula, charge and spin, kJ/mol: 118.6
Frontier orbital gap, eV: 5.271

```
! wB97M-V def2-TZVPD RIJCOSX def2/J DEFGRID3
* xyz -2 1
C -0.199 -1.157 -1.149
C -0.618 -0.487 1.255
C 0.533 -0.804 0.242
N 2.614 0.325 -0.006
N 1.366 0.420 -0.006
O 3.281 -0.743 0.072
O 0.661 2.854 0.097
H -1.138 -1.900 -1.144
H -0.440 -0.221 -1.477
H 0.497 -1.455 -1.892
H 1.079 1.953 -0.172
H -0.955 0.450 0.812
H -0.255 -0.246 2.227
H 1.297 -1.565 0.536
H 0.045 2.627 0.817
*
```

Results of the Mulliken charge analysis, in e, for atoms 1 through 5: number 1, C, carries -1.38; number 2, C, carries -0.72; number 3, C, carries -0.41; number 4, N, carries -0.63; number 5, N, carries 0.14



Below is 2 unconnected molecules or ions with the total composition C2H7NO in a non-equilibrium geometry, with properties calculated with ωB97M-V/def2-TZVPD.

Results
SMILES: CC=O.N
ΔE to the lowest compared entry with this formula, charge and spin, kJ/mol: 137.7
Frontier orbital gap, eV: 10.693

```
! wB97M-V def2-TZVPD RIJCOSX def2/J DEFGRID3
* xyz 0 1
N 0.079 1.240 3.112
H 0.212 0.247 3.403
H -0.565 1.704 3.789
H -0.529 1.273 2.365
O 1.772 -0.600 -2.710
C 0.837 -1.085 -2.044
C -0.485 -0.370 -1.739
H 0.818 -2.006 -1.573
H -0.324 0.335 -0.807
H -0.712 0.377 -2.497
H -1.102 -1.115 -1.300
*
```

Results of the Mulliken charge analysis, in e, for atoms 1 through 5: number 1, N, carries -0.64; number 2, H, carries 0.23; number 3, H, carries 0.23; number 4, H, carries 0.18; number 5, O, carries -0.50



Below is 2 unconnected molecules or ions with the total composition C6H13IOSi in a non-equilibrium geometry, with properties calculated with ωB97M-V/def2-TZVPD.

Results
ΔE to the lowest compared entry with this formula, charge and spin, kJ/mol: 365.8
Frontier orbital gap, eV: 8.787

```
! wB97M-V def2-TZVPD RIJCOSX def2/J DEFGRID3
* xyz 0 1
C -0.620 -0.665 2.110
C 0.070 -0.934 0.993
C 0.385 -0.558 -2.039
C 0.160 2.111 -0.296
C 2.510 0.524 0.114
C -3.731 -1.404 0.185
O -2.743 -2.118 0.299
Si 0.660 0.288 -0.326
I -3.503 0.626 -0.193
H -0.830 -1.449 2.727
H -0.937 0.316 2.473
H 0.354 -1.968 0.998
H -0.593 -0.520 -2.380
H 1.009 -0.120 -2.904
H 0.585 -1.669 -1.962
H -0.715 2.181 -0.780
H 0.215 2.432 0.747
H 0.814 2.829 -0.846
H 2.545 0.946 1.109
H 3.211 -0.312 0.203
H 2.982 1.273 -0.488
H -1.829 -1.810 0.256
*
```

Results of the Mulliken charge analysis, in e, for atoms 1 through 5: number 1, C, carries -0.56; number 2, C, carries -0.53; number 3, C, carries -1.03; number 4, C, carries -1.03; number 5, C, carries -1.18



| no. | energy (eV) |
| --- | --- |
| 1 | -24928.1010 |
| 2 | -10309.2529 |
| 3 | -5723.8139 |
| 4 | -24455.2143 |